# 1
87
Properties=species:S:1:pos:R:3 method="wB97M-V/def2-TZVPD" s_squared=0.78 charge=+1 homo_lumo_gap_ev="7.85 / 7.49" homo_energy_ha="-0.3922 / -0.3949" multiplicity=2 lumo_ev="-2.82 / -3.25" relative_energy_kcal_mol=0.0
Tc -0.16 0.26 0.23
C -2.50 -2.67 1.37
Se -0.81 -2.55 0.41
C -1.47 -3.25 -1.28
C -2.57 -2.38 -1.87
Se -1.83 -0.62 -2.24
C -3.54 0.31 -2.34
H -2.86 -3.68 1.25
H -3.22 -1.94 1.03
H -2.27 -2.49 2.42
H -1.83 -4.26 -1.10
H -0.60 -3.31 -1.93
H -3.40 -2.26 -1.19
H -2.94 -2.80 -2.81
H -4.13 -0.14 -3.13
H -3.35 1.35 -2.58
H -4.04 0.25 -1.38
F -2.22 1.49 0.19
B -2.76 0.94 1.40
F -1.70 -0.03 1.80
F -2.86 1.89 2.37
F -3.91 0.25 1.14
C 2.26 -2.78 0.32
C 2.53 -1.44 0.99
C 3.81 -0.88 0.33
C 1.49 -0.33 0.88
C 2.71 -1.57 2.51
C 1.69 -2.15 3.26
C 1.77 -2.23 4.64
C 2.89 -1.74 5.30
C 3.91 -1.16 4.57
C 3.83 -1.07 3.18
H 1.80 -2.64 -0.66
H 1.63 -3.44 0.91
H 3.20 -3.30 0.16
H 3.73 -0.93 -0.75
H 4.66 -1.52 0.61
H 4.04 0.14 0.65
H 1.89 0.51 1.46
H 0.82 -2.55 2.76
H 0.97 -2.69 5.20
H 2.96 -1.80 6.38
H 4.79 -0.77 5.07
H 4.64 -0.61 2.64
C -0.17 3.60 3.07
C 0.44 4.38 1.90
C 0.22 3.44 0.72
O 0.20 2.10 1.30
C 0.25 2.18 2.77
H -1.26 3.67 3.06
H 0.20 3.94 4.03
H 1.50 4.56 2.06
H -0.04 5.34 1.73
H 1.01 3.48 -0.03
H -0.74 3.59 0.25
H 1.29 1.98 3.06
H -0.41 1.42 3.16
C 6.54 1.79 4.70
C 6.00 2.01 3.31
C 4.75 2.58 3.11
C 4.27 2.80 1.83
C 5.02 2.44 0.72
N 4.41 2.60 -0.54
C 4.90 2.27 -1.78
O 6.05 1.98 -2.03
N 3.93 2.32 -2.79
C 2.55 2.21 -2.64
C 1.68 2.95 -3.44
C 0.32 2.85 -3.21
C -0.14 2.03 -2.20
N 0.68 1.26 -1.47
C 1.99 1.34 -1.71
C 6.28 1.87 0.90
C 6.74 1.66 2.19
H 5.74 1.77 5.44
H 7.23 2.59 4.98
H 7.10 0.85 4.77
H 4.15 2.87 3.96
H 3.28 3.24 1.69
H 3.50 3.03 -0.52
H 4.32 2.43 -3.71
H 2.07 3.62 -4.20
H -0.39 3.43 -3.79
H -1.19 2.01 -1.94
H 2.63 0.72 -1.11
H 6.87 1.60 0.04
H 7.72 1.21 2.32



# 2
59
Properties=species:S:1:pos:R:3 method="wB97M-V/def2-TZVPD" s_squared=2.01 homo_lumo_gap_ev="8.48 / 7.46" homo_energy_ha="-0.2934 / -0.3174" multiplicity=3 lumo_ev="0.50 / -1.18" relative_energy_kcal_mol=8.2
Pd 0.05 -0.24 -0.97
Cl -0.86 -2.94 -1.15
C 0.91 -2.95 -1.09
C 1.51 -1.71 -1.09
C 2.89 -1.69 -1.05
Cl 3.70 -0.15 -1.03
C 3.64 -2.86 -1.00
Cl 5.36 -2.80 -0.95
C 2.99 -4.10 -0.98
Cl 3.90 -5.56 -0.90
C 1.60 -4.15 -1.02
Cl 0.76 -5.66 -0.98
C -0.65 4.51 -0.16
Si 0.65 3.18 -0.20
C 0.76 2.36 1.48
C 2.31 3.91 -0.60
C 0.25 1.89 -1.48
Si -0.99 1.76 -2.87
C -1.89 3.36 -3.15
C -2.34 0.47 -2.59
C -0.05 1.28 -4.41
H -0.38 5.26 0.60
H -1.63 4.11 0.09
H -0.72 5.02 -1.12
H 1.43 2.92 2.14
H 1.18 1.35 1.36
H -0.21 2.27 1.96
H 2.56 4.72 0.08
H 2.35 4.29 -1.62
H 3.08 3.14 -0.50
H 1.13 1.19 -1.60
H -2.51 3.63 -2.29
H -2.55 3.27 -4.01
H -1.20 4.19 -3.34
H -2.64 0.34 -1.55
H -2.05 -0.51 -2.99
H -3.22 0.80 -3.15
H 0.69 2.04 -4.67
H -0.72 1.16 -5.26
H 0.47 0.34 -4.24
O -1.38 -0.38 1.04
C -0.96 -0.58 2.17
C 0.46 -0.99 2.48
C 0.40 -2.36 3.19
C -0.78 -3.27 2.79
C -2.11 -3.01 3.52
C -2.80 -1.69 3.18
N -1.82 -0.59 3.25
H 0.94 -0.23 3.10
H 1.01 -1.04 1.54
H 0.40 -2.23 4.27
H 1.34 -2.89 2.96
H -0.49 -4.30 3.00
H -0.94 -3.22 1.71
H -1.93 -3.04 4.60
H -2.80 -3.83 3.31
H -3.62 -1.48 3.86
H -3.20 -1.69 2.17
H -1.30 -0.65 4.12



# 3
11
Properties=species:S:1:pos:R:3 method="wB97M-V/def2-TZVPD" s_squared=0.77 charge=+2 homo_lumo_gap_ev="11.76 / 11.22" homo_energy_ha="-0.7837 / -0.8899" multiplicity=2 lumo_ev="-9.57 / -13.00" relative_energy_kcal_mol=1.0
C 0.25 0.38 -0.47
C -0.44 -0.43 0.45
N -1.74 -0.42 0.46
N 1.72 0.41 -0.44
H -0.15 0.82 -1.38
H 0.04 -1.13 1.13
H -2.27 -1.10 1.02
H -2.26 0.20 -0.17
H 2.14 -0.49 -0.75
H 2.12 0.61 0.48
H 2.09 1.15 -1.06



# 4
21
Properties=species:S:1:pos:R:3 method="wB97M-V/def2-TZVPD" smiles=C[Se][C@H](C)[NH+](C)C charge=+1 homo_lumo_gap_ev=9.85 homo_energy_ha=-0.4669 multiplicity=1 lumo_ev=-2.85 relative_energy_kcal_mol=0.0
C 0.16 -2.45 1.49
Se 0.35 -0.57 1.81
C 0.72 -0.01 -0.15
C 2.02 0.62 -0.43
N -0.55 0.83 -0.72
C -0.76 2.24 -0.16
C -1.65 -0.28 -0.69
H 0.27 -2.72 2.52
H -0.83 -2.79 1.13
H 0.93 -3.06 0.90
H 0.72 -1.06 -0.53
H 2.27 1.36 0.29
H 1.98 1.14 -1.35
H 2.88 -0.19 -0.41
H -0.32 0.96 -1.64
H -0.93 2.06 0.92
H 0.02 2.95 -0.23
H -1.64 2.70 -0.62
H -1.63 -0.77 0.24
H -2.68 -0.02 -0.96
H -1.33 -0.94 -1.42



# 5
121
Properties=species:S:1:pos:R:3 method="wB97M-V/def2-TZVPD" charge=+1 homo_lumo_gap_ev=4.50 homo_energy_ha=-0.4003 multiplicity=1 lumo_ev=-6.39
C 7.01 0.27 0.51
C 5.59 0.99 0.03
C 5.56 2.52 0.62
C 5.16 3.61 -0.54
C 3.83 3.18 -1.43
C 2.52 3.22 -0.40
C 1.57 4.47 -0.99
C 0.51 5.02 0.15
C -0.92 4.25 -0.12
C -2.04 5.35 -0.62
C -3.53 4.70 -0.22
N -3.93 4.72 1.21
N -5.14 4.20 1.54
C -5.50 4.30 3.04
F -4.35 4.94 3.77
F -6.67 5.16 3.30
F -5.62 2.92 3.66
C -6.21 3.55 0.69
P -7.90 2.88 1.31
N -8.90 4.19 1.33
C -5.90 3.41 -0.94
O -6.82 2.83 -1.92
C -6.93 1.37 -1.81
O -8.07 0.81 -2.32
C -5.89 0.34 -1.08
C -4.25 0.45 -1.06
C -3.25 -0.66 -0.30
C -3.97 -1.95 0.43
C -5.62 -2.13 0.41
C -6.56 -0.98 -0.32
C -4.44 4.05 -1.46
P -3.92 4.04 -3.30
O -4.65 2.83 -4.10
O -4.36 5.51 -4.15
O -2.19 3.75 -3.53
H 7.85 0.73 -0.20
H 6.91 -0.89 0.31
H 7.28 0.54 1.62
H 5.59 0.92 -1.15
H 4.65 0.40 0.41
H 4.84 2.68 1.54
H 6.66 2.78 1.00
H 4.84 4.61 0.04
H 6.08 3.85 -1.23
H 3.73 4.01 -2.27
H 3.89 2.11 -1.88
H 2.91 3.51 0.67
H 1.91 2.21 -0.42
H 2.26 5.35 -1.32
H 0.97 4.11 -1.96
H 0.34 6.18 0.01
H 0.84 4.77 1.26
H -0.82 3.34 -0.86
H -1.30 3.81 0.91
H -1.93 6.32 0.05
H -1.96 5.64 -1.75
H -7.88 2.31 2.63
H -8.52 1.94 0.42
H -9.69 3.96 0.66
H -3.72 1.34 -1.60
H -2.09 -0.46 -0.32
H -3.25 -2.75 0.94
H -6.07 -3.07 0.96
H -7.74 -1.14 -0.29
H -5.27 5.44 -4.58
H -2.02 2.98 -2.87
N -1.12 -3.43 -2.37
C -0.39 -4.56 -2.40
C -0.91 -5.81 -2.67
C -2.27 -5.91 -2.94
C -3.06 -4.76 -2.91
C -2.44 -3.56 -2.63
H 0.67 -4.43 -2.18
H -0.27 -6.69 -2.69
H -2.72 -6.88 -3.16
H -4.12 -4.81 -3.11
H -3.01 -2.63 -2.60
N 8.12 4.91 -1.80
C 9.10 4.19 -1.23
C 10.40 4.15 -1.71
C 10.71 4.91 -2.83
C 9.72 5.66 -3.44
C 8.45 5.64 -2.89
H 8.81 3.61 -0.36
H 11.16 3.55 -1.21
H 11.72 4.90 -3.23
H 9.93 6.26 -4.32
H 7.64 6.22 -3.32
N 3.21 -1.25 1.97
C 4.00 -2.29 2.31
C 4.12 -2.77 3.61
C 3.39 -2.14 4.61
C 2.57 -1.07 4.29
C 2.51 -0.66 2.96
H 4.55 -2.75 1.50
H 4.77 -3.61 3.83
H 3.46 -2.49 5.64
H 1.99 -0.55 5.04
H 1.89 0.17 2.66
N -2.22 -8.94 -2.53
C -1.80 -9.38 -3.74
C -1.17 -10.59 -3.94
C -0.95 -11.41 -2.84
C -1.36 -10.99 -1.58
C -1.99 -9.76 -1.48
H -2.00 -8.70 -4.56
H -0.86 -10.89 -4.94
H -0.46 -12.37 -2.96
H -1.20 -11.61 -0.70
H -2.34 -9.39 -0.52
N -1.06 -3.69 4.34
C -2.12 -3.90 5.15
C -2.02 -4.08 6.52
C -0.76 -4.03 7.10
C 0.35 -3.81 6.29
C 0.15 -3.65 4.93
H -3.08 -3.93 4.65
H -2.91 -4.24 7.12
H -0.64 -4.16 8.17
H 1.35 -3.77 6.71
H 0.99 -3.47 4.26



# 6
21
Properties=species:S:1:pos:R:3 method="wB97M-V/def2-TZVPD" smiles="CC(C)O.C=O.NO" homo_lumo_gap_ev=10.15 homo_energy_ha=-0.3467 multiplicity=1 lumo_ev=0.72 relative_energy_kcal_mol=113.6
C 0.54 -2.67 -0.10
C -0.14 -1.34 0.19
C -1.58 -1.52 0.67
O 0.65 -0.70 1.20
H 0.00 -3.22 -0.88
H 1.57 -2.51 -0.41
H 0.55 -3.29 0.80
H -0.14 -0.71 -0.71
H -2.16 -2.07 -0.07
H -2.05 -0.54 0.81
H -1.60 -2.07 1.60
H 0.25 0.16 1.38
C -0.64 2.52 -1.33
O -0.97 3.51 -0.61
H -1.40 1.81 -1.68
H 0.23 2.57 -2.00
N 1.85 1.76 -0.10
O 0.48 1.98 0.29
H 2.06 0.84 0.30
H 2.41 2.48 0.35
H 0.07 3.01 0.30